{
  "formula": "CH6N4O2",
  "method": "ωB97M-V/def2-TZVPD",
  "lumo_ev": [0.323, 0.070],
  "total_charge": 0,
  "spin_multiplicity": 1,
  "species": ["C", "N", "N", "N", "N", "O", "O", "H", "H", "H", "H", "H", "H"],
  "xyz": [[0.849023, 0.479146, 0.022269], [-1.237610, -1.204722, -0.044963], [-2.464149, 0.663358, -0.077007], [1.248603, -0.140885, 1.223352], [1.348733, 0.230566, -1.249503], [0.135536, 1.454790, 0.158137], [-2.366205, -0.612664, -0.229169], [-1.401585, -2.121919, -0.428056], [-1.676631, 1.228311, 0.221019], [1.184268, -1.111755, 1.306833], [0.889440, 0.353347, 2.006033], [1.300469, 1.093134, -1.752749], [2.190111, -0.310710, -1.156190]],
  "forces_ev_per_angstrom": [[-0.1, 1.3, 1.1], [1.5, -0.3, 0.4], [-3.2, 0.5, -0.3], [1.0, 0.7, -2.1], [-0.2, -1.6, 2.4], [-0.3, 1.0, -0.1], [-0.1, 1.3, -0.4], [-0.4, -0.7, 0.0], [1.5, -1.3, 0.2], [0.0, -1.6, 0.0], [-0.5, 0.3, 0.3], [0.4, 0.1, -0.5], [0.5, 0.2, -0.9]],
  "nbo_charge": [0.815, -0.353, -0.260, -0.852, -0.834, -0.703, -0.053, 0.303, 0.355, 0.385, 0.399, 0.414, 0.386]
}

***

{
  "formula": "C4H3Li2O2Tm",
  "method": "ωB97M-V/def2-TZVPD",
  "lumo_ev": [-10.804, -10.761],
  "total_charge": 2,
  "s_squared": 2.00,
  "spin_multiplicity": 3,
  "species": ["C", "O", "Li", "Li", "H", "C", "C", "C", "O", "Tm", "H", "H"],
  "xyz": [[0.049154, 2.888099, 0.606272], [1.202204, 2.440017, 1.162954], [2.287997, 2.422232, -1.212956], [0.265154, 2.616021, 3.033563], [-0.262152, 3.508705, -0.321450], [-1.200719, 2.469293, 0.995873], [-1.380247, 1.556790, 2.153128], [-1.093960, 0.242801, 2.060621], [-0.605118, -0.420167, 0.938102], [0.962201, 0.639162, 0.339175], [-2.037179, 3.117918, 0.716012], [-1.210212, -0.438566, 2.916034]],
  "forces_ev_per_angstrom": [[-2.3, 1.2, -3.8], [1.7, 1.5, 0.3], [0.5, 1.7, -0.5], [-0.2, 0.2, 0.4], [2.7, 0.3, 1.3], [-1.1, -2.0, 4.4], [1.0, 0.7, -3.1], [-0.2, -0.2, 1.5], [0.3, 0.7, -0.5], [-2.6, -3.6, 1.0], [0.0, -0.7, -0.6], [0.2, 0.3, -0.4]],
  "mulliken_spin": [0.004, 0.000, -0.006, 0.000, 0.001, -0.003, 0.024, -0.009, 0.002, 1.987, -0.001, 0.000]
}

***

{
  "formula": "C19H24ClN3O5",
  "method": "ωB97M-V/def2-TZVPD",
  "smiles": "O=C(O)c1cc(=O)c2ccc(Cl)cc2[nH]1.CNC(=O)[C@H](CC(C)C)NC(C)=O",
  "lumo_ev": -1.175,
  "total_charge": 0,
  "spin_multiplicity": 1,
  "species": ["O", "O", "O", "O", "Cl", "O", "C", "C", "C", "C", "C", "C", "C", "C", "C", "C", "C", "C", "N", "N", "N", "C", "C", "C", "C", "C", "C", "C", "H", "H", "H", "H", "H", "H", "H", "H", "H", "H", "H", "H", "H", "H", "H", "H", "H", "H", "H", "H", "H", "H", "H", "H"],
  "xyz": [[-0.022074, -0.567947, 1.862086], [0.051171, 4.127907, 5.370651], [-0.237812, 1.460290, -3.954783], [1.583501, -2.552408, -2.382656], [1.335176, 6.368596, -0.884356], [-0.428753, -0.750351, 4.089134], [-0.142631, -0.046678, 2.965342], [0.139866, 3.552603, 4.292259], [-0.002013, 0.320865, -3.584530], [1.044432, -1.920666, -1.479231], [-0.057356, 2.114800, 4.241037], [0.046181, 1.428755, 3.045269], [0.908687, 6.307466, 1.813453], [0.633841, 5.667084, 3.026865], [0.807055, 4.188461, 0.662185], [0.995681, 5.571015, 0.629185], [0.439399, 4.276729, 3.055404], [0.528792, 3.544069, 1.867152], [0.341781, 2.166537, 1.883583], [1.621178, -1.767876, -0.281678], [-0.470968, -0.068237, -2.396567], [0.804268, -0.588906, -4.484218], [2.943302, -2.284544, 0.067327], [-2.241111, -3.262494, 0.047400], [-2.440149, -4.632738, -2.002190], [-1.570341, -3.598640, -1.288840], [-1.396028, -2.356927, -2.187330], [-0.374924, -1.334723, -1.646333], [-0.508268, -1.677248, 3.817116], [-0.286054, 1.604789, 5.169616], [1.056758, 7.382530, 1.785591], [0.568344, 6.246173, 3.945935], [0.879158, 3.629268, -0.263987], [0.415064, 1.656436, 1.003376], [1.097414, -1.284986, 0.437404], [-1.022736, 0.653546, -1.962704], [0.848579, -0.149103, -5.478844], [0.340928, -1.568951, -4.547489], [1.814126, -0.680121, -4.090901], [3.713194, -1.674792, -0.408706], [3.081679, -2.263538, 1.149088], [3.047680, -3.313068, -0.286287], [-3.194486, -2.762234, -0.125269], [-1.595035, -2.623441, 0.645995], [-2.418125, -4.182325, 0.605352], [-1.970966, -4.915310, -2.945264], [-3.429286, -4.219114, -2.201767], [-2.538107, -5.524962, -1.383510], [-0.599583, -4.051452, -1.089464], [-1.066419, -2.690274, -3.171073], [-2.365074, -1.870373, -2.308452], [-0.708935, -1.083495, -0.641377]],
  "forces_ev_per_angstrom": [[-0.3, 0.0, 1.1], [0.0, 0.1, -0.1], [-0.1, 0.4, 0.0], [-0.2, 0.2, 0.2], [-0.1, -0.3, 0.5], [0.3, 1.2, -1.0], [0.2, -0.5, -1.4], [-0.1, 0.6, 1.2], [0.6, 0.7, -1.7], [0.1, -0.7, -1.3], [0.1, -1.3, -1.7], [0.0, 2.3, 1.6], [-0.1, 0.1, 0.7], [0.1, 0.1, -0.9], [0.2, 0.7, -0.7], [-0.2, -0.9, 0.4], [0.0, -0.1, -0.2], [0.0, -0.2, 0.2], [-0.3, -1.6, 0.2], [-0.1, 0.4, 1.1], [0.1, -1.0, 1.7], [-0.2, -0.1, 0.2], [-0.3, 0.0, -0.5], [0.5, 0.0, -0.2], [0.5, 0.1, -0.1], [-0.6, 0.2, -0.1], [0.7, -0.6, 0.3], [-0.7, 0.1, 0.0], [0.0, 0.0, 0.0], [0.0, 0.0, -0.2], [0.0, -0.2, 0.0], [0.0, -0.3, -0.2], [0.0, 0.0, 0.0], [0.0, 0.2, 0.5], [0.1, -0.1, -0.1], [0.0, 0.1, 0.0], [-0.1, 0.1, 0.2], [0.2, -0.2, 0.1], [0.0, -0.2, 0.0], [0.1, -0.1, 0.1], [-0.2, 0.1, -0.1], [0.0, 0.1, 0.0], [-0.1, 0.0, 0.1], [-0.1, 0.1, 0.2], [-0.1, 0.0, 0.1], [-0.2, -0.1, -0.1], [-0.1, -0.1, 0.0], [-0.1, 0.0, -0.1], [0.2, 0.0, 0.0], [0.0, 0.0, -0.1], [0.0, 0.2, 0.0], [0.0, 0.2, 0.1]],
  "nbo_charge": [-0.645, -0.565, -0.642, -0.642, 0.031, -0.645, 0.784, 0.455, 0.676, 0.663, -0.260, 0.087, -0.253, -0.144, -0.266, 0.006, -0.125, 0.187, -0.539, -0.616, -0.615, -0.706, -0.415, -0.612, -0.597, -0.221, -0.387, -0.126, 0.510, 0.250, 0.234, 0.249, 0.233, 0.427, 0.422, 0.403, 0.237, 0.227, 0.244, 0.204, 0.204, 0.219, 0.202, 0.201, 0.210, 0.211, 0.200, 0.207, 0.202, 0.219, 0.208, 0.209]
}

***

{
  "formula": "C7H6N2O3S",
  "method": "ωB97M-V/def2-TZVPD",
  "lumo_ev": [-0.810, -0.811],
  "total_charge": 0,
  "spin_multiplicity": 1,
  "species": ["C", "C", "C", "C", "C", "C", "C", "N", "N", "O", "O", "O", "S", "H", "H", "H", "H", "H", "H"],
  "xyz": [[-2.195507, -1.050859, -0.071828], [-1.306602, -2.175910, -0.055663], [-1.664240, 0.211017, 0.112152], [0.060756, -1.898861, 0.168331], [-0.304442, 0.523501, 0.355155], [0.575790, -0.633441, 0.352160], [1.622279, 1.780471, -1.118755], [2.297151, 0.774499, -1.144659], [0.230404, 1.715948, 0.665342], [2.816376, -1.616814, -0.342988], [3.075744, 0.256193, 1.102777], [-0.628928, 2.802359, 0.301203], [2.261018, -0.429426, 0.148923], [-3.271275, -1.095375, -0.209649], [-1.698399, -3.119745, -0.286325], [-2.353802, 1.147386, 0.135499], [0.756764, -2.690727, 0.135264], [1.113187, 2.693318, -1.099973], [-1.386279, 2.806471, 0.853039]],
  "forces_ev_per_angstrom": [[1.5, 0.1, 0.2], [0.7, 2.9, 0.4], [-1.7, 2.5, 0.2], [-2.1, -1.1, -0.8], [0.3, -1.8, 0.5], [-0.8, 2.0, 0.2], [1.4, -4.0, 2.0], [-2.0, 3.5, -1.1], [0.5, 0.1, -1.3], [0.3, -1.6, -1.3], [-1.0, 0.4, 0.2], [1.4, 0.1, -1.2], [1.1, 0.3, 1.9], [0.2, -0.4, -0.1], [-0.1, -1.3, 0.0], [1.0, -2.0, -0.2], [0.6, -0.9, -0.1], [-0.2, 1.3, -0.8], [-1.1, -0.1, 1.2]],
  "nbo_charge": [-0.148, -0.266, -0.283, -0.128, 0.147, -0.467, 0.386, -0.565, -0.229, -0.903, -0.874, -0.621, 2.303, 0.224, 0.223, 0.207, 0.240, 0.285, 0.469]
}

***

{
  "formula": "C4H12N2O",
  "method": "ωB97M-V/def2-TZVPD",
  "smiles": "C=NCCCN.O",
  "lumo_ev": 0.767,
  "total_charge": 0,
  "spin_multiplicity": 1,
  "species": ["C", "C", "C", "C", "N", "N", "H", "H", "H", "H", "H", "H", "H", "H", "H", "H", "H", "H", "O"],
  "xyz": [[-0.475143, 1.189454, -0.017319], [-0.614505, 0.688830, 1.442934], [0.249148, -0.672330, 1.735548], [-0.311022, -2.374025, 0.049948], [0.578810, -1.482532, 0.511534], [0.831497, 1.066598, -0.572882], [-0.615712, 2.307211, -0.057466], [-1.167201, 0.853765, -0.754039], [-0.160977, 1.541782, 2.081459], [-1.625099, 0.652133, 1.731485], [-0.378725, -1.347896, 2.567482], [1.116612, -0.233749, 2.180486], [-0.035356, -2.987199, -0.832962], [-1.309278, -2.619629, 0.370245], [1.319958, 0.260023, -0.111789], [1.368199, 1.919305, -0.515655], [0.661890, 0.587325, -2.574789], [0.076287, 0.650619, -3.931105], [0.490619, 0.000313, -3.303117]],
  "forces_ev_per_angstrom": [[-0.1, 2.4, 0.6], [2.5, 0.7, -0.3], [-3.7, -0.7, 0.6], [3.5, 2.4, 0.3], [-3.3, -2.5, -0.2], [2.0, -1.4, 0.1], [-0.6, -0.9, 0.5], [-1.0, -1.0, -0.1], [-0.5, -1.5, -0.7], [-1.4, -0.5, 0.3], [1.8, 1.8, -2.1], [0.9, -0.7, 0.2], [0.2, 0.7, 0.5], [-0.4, 0.4, 1.0], [-0.2, 1.2, -1.2], [0.2, -0.2, 0.3], [0.4, 0.2, 1.5], [0.5, -1.3, 0.5], [-1.0, 0.9, -2.0]],
  "nbo_charge": [-0.228, -0.413, -0.263, -0.037, -0.439, -0.877, 0.186, 0.188, 0.198, 0.209, 0.192, 0.206, 0.184, 0.157, 0.393, 0.361, 0.487, 0.452, -0.956]
}

***

{
  "formula": "C5H10N2O",
  "method": "ωB97M-V/def2-TZVPD",
  "lumo_ev": 0.556,
  "total_charge": 0,
  "spin_multiplicity": 1,
  "species": ["C", "C", "C", "C", "C", "N", "N", "O", "H", "H", "H", "H", "H", "H", "H", "H", "H", "H"],
  "xyz": [[0.577920, 0.276521, -0.848411], [-0.116998, -0.118119, 0.460372], [-0.520856, 0.361807, -1.882389], [-0.903219, -1.921216, -1.885611], [0.799017, -0.126810, 1.621757], [0.298340, -0.120477, 2.987448], [0.827714, 1.053884, 2.408151], [-1.361145, -0.737578, -2.229343], [1.322702, 1.017751, -0.916240], [1.225162, -0.667291, -1.023285], [-0.903201, 0.589456, 0.776392], [-0.573138, -1.040886, 0.167837], [-1.261602, 1.045447, -1.614632], [-0.053295, 0.764431, -2.792827], [-1.748608, -2.575081, -2.156366], [1.817121, -0.462525, 1.571117], [-0.754644, -0.048375, 3.103644], [1.705093, 1.241029, 2.755679]],
  "forces_ev_per_angstrom": [[-0.5, -4.4, 0.3], [0.4, 1.7, 0.1], [1.8, 1.5, -1.7], [-0.5, 0.6, -0.3], [0.0, -0.1, 0.8], [-0.9, -1.6, 1.1], [-3.0, 2.2, -1.3], [1.0, -2.1, 0.6], [0.2, 1.7, 0.2], [-1.0, 1.2, -0.3], [0.1, -0.1, -0.4], [-0.2, -0.9, 0.7], [-0.9, 1.6, 0.8], [-0.4, -0.4, -0.2], [-0.1, -0.2, -0.3], [0.1, -1.3, -0.5], [1.7, 0.1, -0.8], [2.3, 0.2, 1.2]],
  "nbo_charge": [-0.442, -0.439, -0.070, 0.068, 0.064, -0.465, -0.471, -0.458, 0.232, 0.231, 0.207, 0.227, 0.186, 0.189, 0.079, 0.182, 0.346, 0.335]
}